The following is a DFT calculation (ωB97M-V/def2-TZVPD) of a cluster of 9 separate species, C37H50F4O11S2 in total in a non-equilibrium geometry.

Structure (XYZ):
```
104
C37H50F4O11S2, DFT ωB97M-V/def2-TZVPD
F 6.2041 2.3513 -5.6691
C 5.2696 1.9823 -4.7992
C 4.2350 2.8238 -4.4359
C 3.2516 2.4089 -3.5266
C 3.3153 1.1504 -2.9978
C 4.2832 0.2698 -3.4800
C 5.2892 0.6798 -4.3122
H 4.1468 3.8221 -4.8452
H 2.5081 3.1493 -3.2628
H 2.7192 0.7108 -2.2076
H 4.2910 -0.7486 -3.1104
H 6.0444 0.0015 -4.6912
F 3.2570 -0.4124 0.8503
C 3.9231 -1.2592 1.6458
C 3.2292 -2.2855 2.2695
C 3.8364 -3.0345 3.2686
C 5.1904 -2.8221 3.6032
C 5.8913 -1.8944 2.8524
C 5.2566 -1.0808 1.9084
H 2.1730 -2.4651 2.1166
H 3.2451 -3.7738 3.7905
H 5.5636 -3.4732 4.3801
H 6.9672 -1.8075 2.9334
H 5.8314 -0.2400 1.5436
F -2.2100 -1.8686 0.7885
C -3.5590 -1.8991 0.8470
C -4.2525 -0.6987 0.7924
C -5.6418 -0.7126 0.8254
C -6.2942 -1.9190 1.0296
C -5.6198 -3.1417 1.0240
C -4.2310 -3.0955 0.9266
H -3.7091 0.2344 0.8506
H -6.1583 0.2305 0.9496
H -7.3503 -1.9636 1.2708
H -6.1985 -4.0307 1.2197
H -3.6366 -3.9812 1.1332
F -2.1710 2.6741 3.9416
C -1.0861 1.8962 3.8010
C -1.2727 0.6302 3.2863
C -0.2423 -0.2818 3.2263
C 1.0528 0.1213 3.5734
C 1.2400 1.4267 3.9959
C 0.1631 2.3060 4.1743
H -2.3159 0.4451 3.0465
H -0.4059 -1.2344 2.7360
H 1.8909 -0.5573 3.5733
H 2.2261 1.6596 4.3756
H 0.3023 3.2310 4.7209
C 2.2346 -4.0421 -3.8715
S 0.6521 -3.1394 -3.7201
O 0.8698 -2.4578 -2.3795
C 0.9234 -1.8613 -4.9901
H 2.4405 -4.4415 -2.8818
H 3.0335 -3.3370 -4.1074
H 2.2052 -4.8091 -4.6438
H 1.2659 -2.2280 -5.9586
H 1.7147 -1.2473 -4.5615
H -0.0604 -1.4270 -5.1495
C 0.3537 0.7253 0.0225
S -1.3109 0.8125 -0.6222
O -1.5096 2.2683 -1.0267
C -1.0666 -0.1281 -2.1714
H 0.6671 -0.3162 0.0903
H 0.4236 1.3508 0.9089
H 1.0078 1.1770 -0.7286
H -0.0783 -0.0939 -2.6298
H -1.7759 0.1346 -2.9555
H -1.2212 -1.1788 -1.9201
C -7.1558 4.8670 -1.3066
O -7.2831 4.1892 -0.0817
C -6.1744 3.8002 0.5825
O -6.2264 2.9286 1.3883
O -5.1060 4.5141 0.2447
C -3.8773 3.9068 0.5794
H -7.4301 5.9209 -1.2825
H -7.7896 4.3806 -2.0539
H -6.1694 4.7814 -1.7687
H -3.6142 2.9621 0.1067
H -3.7249 3.7730 1.6562
H -3.0332 4.5737 0.3946
C 0.6943 4.3785 -0.1272
O 1.1928 5.0219 1.0358
C 2.0035 4.3123 1.8051
O 2.3333 3.1790 1.6159
O 2.5700 5.0189 2.7742
C 2.1294 6.3562 3.0520
H 0.3997 5.0577 -0.9204
H -0.1749 3.7718 0.1420
H 1.4049 3.6492 -0.5201
H 2.1901 6.9713 2.1567
H 2.7347 6.6831 3.8883
H 1.0781 6.3368 3.3457
C -1.7743 -7.8507 -1.0420
O -1.6931 -6.6254 -0.3447
C -0.5686 -5.9650 -0.1823
O 0.5263 -6.4639 -0.2891
O -0.8556 -4.7120 0.1448
C 0.2260 -3.8411 0.4062
H -2.8348 -8.0823 -1.1112
H -1.3168 -8.6233 -0.4212
H -1.3480 -7.8480 -2.0428
H 1.1392 -3.8766 -0.1833
H 0.4682 -3.8996 1.4720
H -0.1507 -2.8314 0.2499
```

The value obtained for the HOMO energy is -8.7 eV. As for the relative energy (zero: lowest compared OMol25 entry of this formula, charge and spin): 8.5 kcal/mol. As for the frontier orbital gap: 9.03 eV.

Atomic partial charges in e from the Mulliken method, atoms 1 to 6: number 1, F, carries -0.315; number 2, C, carries 0.290; number 3, C, carries -0.493; number 4, C, carries -0.192; number 5, C, carries -0.440; number 6, C, carries -0.726